ORCA calculation (ωB97M-V/def2-TZVPD) on C5H8N2O as an isolated structure at a distorted geometry.

## Properties
HOMO-LUMO gap: 8.33 eV
ΔE to the lowest compared entry with this formula, charge and spin: 118.41 kcal per mole
DFT total energy: -379.8995 a.u.

```
16
Properties=species:S:1:pos:R:3:forces:R:3
C -0.229 -0.018 0.927 -5.224 -1.536 -2.701
C -0.049 -1.370 0.299 3.168 3.550 2.005
C -0.195 1.096 -0.172 1.448 0.302 0.614
N 1.162 -1.166 1.472 -1.141 -0.719 -0.609
N -1.246 1.978 -0.063 -0.332 -0.145 0.672
C -0.172 -1.952 -0.872 0.738 -1.306 0.919
C 0.756 1.196 -1.112 -0.124 -0.178 -0.202
O -1.153 0.061 1.780 1.610 0.632 0.368
H 0.862 -1.150 2.445 -0.332 -0.398 -0.500
H 2.070 -0.719 1.397 -0.089 -0.456 -0.981
H -1.927 1.689 0.639 0.235 0.203 -0.296
H -1.620 2.353 -0.923 0.149 -0.101 0.214
H -0.795 -1.527 -1.654 -0.233 -0.042 0.437
H 0.308 -2.911 -1.046 0.136 0.203 -0.275
H 1.471 0.409 -1.310 0.116 0.101 0.348
H 0.758 2.030 -1.807 -0.126 -0.109 -0.014
```
Forces are in eV/Å.



ORCA calculation (ωB97M-V/def2-TZVPD) on a 2-piece molecular cluster, C2H8N2O3 overall at a distorted geometry.

## Properties
HOMO-LUMO gap: 9.09 eV
ΔE to the lowest compared entry with this formula, charge and spin: 73.60 kcal per mole
structure (SMILES): NC[C@@H](O)N=O.O
DFT total energy: -416.1412 a.u.

```
15
Properties=species:S:1:pos:R:3:forces:R:3
C 0.096 0.404 0.358 0.778 0.020 0.384
C 0.419 -0.673 1.491 -0.175 0.482 -0.330
N -1.101 -0.104 -0.237 -0.452 -1.628 -1.812
N 0.943 -1.893 0.983 0.116 -0.445 -0.048
O -0.882 -0.710 -1.299 -0.475 1.138 1.869
O -1.290 2.228 -1.411 0.688 0.336 -0.432
O 1.123 0.506 -0.562 -0.530 -0.935 -1.321
H 0.745 -0.048 -1.347 0.907 0.994 1.467
H -2.097 1.929 -1.846 0.319 0.041 -0.219
H -0.549 2.227 -2.061 -1.066 -0.090 0.571
H -0.125 1.354 0.848 -0.097 -0.015 -0.177
H 0.265 -2.425 0.449 0.198 0.065 -0.018
H 1.782 -1.733 0.438 -0.174 -0.095 -0.044
H 1.165 -0.207 2.136 -0.119 0.078 0.008
H -0.493 -0.854 2.059 0.082 0.053 0.102
```
Forces are in eV/Å.